[1]
{"formula": "C3H8O", "method": "ωB97M-V/def2-TZVPD", "orbital_gap_ha": 0.3621, "lumo_energy_ha": 0.0302, "de_lowest_ev": 1.078, "smiles": "C=CO.C", "symbols": ["C", "C", "O", "H", "H", "H", "H", "C", "H", "H", "H", "H"], "positions_angstrom": [[-1.360705, -0.892994, 0.197381], [-1.745356, 0.113467, -0.576042], [-1.503115, 0.136660, -1.906177], [-1.666660, -0.951416, 1.220546], [-0.778858, -1.664320, -0.276189], [-2.189911, 1.036343, -0.210849], [-1.589132, 0.979179, -2.324791], [2.167043, 0.243721, 0.779829], [1.130921, 0.535757, 0.642994], [2.602469, -0.184306, -0.120653], [2.262710, -0.526937, 1.539243], [2.670589, 1.174844, 1.034710]], "forces_ev_per_a": [[-0.2, 0.3, -0.8], [0.1, 0.9, 0.4], [0.5, -1.4, -0.4], [0.1, 0.1, 0.3], [0.0, -0.4, 0.1], [-0.3, -0.3, 0.2], [-0.2, 0.9, 0.1], [0.1, 0.2, -0.1], [-0.2, -0.4, -0.2], [-0.2, 0.2, -0.2], [-0.1, 0.3, 0.3], [0.4, -0.3, 0.2]], "lowdin_charge": [-0.002, -0.299, 0.001, 0.049, 0.062, 0.110, 0.084, -0.045, -0.007, 0.017, 0.016, 0.014]}

***

[2]
{"formula": "C3H8O", "method": "ωB97M-V/def2-TZVPD", "orbital_gap_ha": 0.3482, "lumo_energy_ha": 0.0195, "de_lowest_ev": 3.310, "symbols": ["C", "C", "C", "O", "H", "H", "H", "H", "H", "H", "H", "H"], "positions_angstrom": [[0.590157, 1.093334, 0.824139], [0.614999, -1.861023, -0.999680], [-0.498881, 1.062413, -0.244323], [0.173936, -2.341136, 0.136765], [1.235262, 0.212677, 0.744478], [1.222081, 1.981592, 0.719861], [0.158647, 1.109398, 1.830902], [-0.273422, -1.800315, -1.687400], [-0.063634, 0.992059, -1.247977], [-1.163935, 0.200592, -0.107682], [-1.125544, 1.960271, -0.213964], [-0.783188, -2.531194, 0.174053]], "forces_ev_per_a": [[0.1, 0.0, 0.1], [-0.3, -0.1, 0.1], [-0.1, 0.0, -0.1], [0.0, 0.0, -0.1], [-0.1, 0.2, 0.0], [-0.1, -0.1, 0.0], [0.1, 0.0, -0.1], [0.2, 0.0, 0.1], [-0.1, 0.0, 0.1], [0.1, 0.2, 0.0], [0.1, -0.1, 0.0], [0.2, 0.0, -0.1]], "lowdin_charge": [-0.172, -0.020, -0.188, -0.073, 0.043, 0.064, 0.064, 0.003, 0.063, 0.046, 0.063, 0.106]}

***

[3]
{"formula": "C3H8O2", "method": "ωB97M-V/def2-TZVPD", "orbital_gap_ha": 0.3655, "lumo_energy_ha": 0.0379, "de_lowest_ev": 1.320, "smiles": "C=C(C)O.O", "symbols": ["C", "C", "C", "O", "H", "H", "H", "H", "H", "H", "O", "H", "H"], "positions_angstrom": [[0.242072, -0.296879, -1.253299], [-0.045117, -1.602168, -1.167334], [-1.381131, -2.265493, -1.176264], [0.984798, -2.524838, -0.934360], [-0.634452, 0.348746, -1.301823], [1.216977, 0.159184, -1.306971], [-1.806509, -2.466763, -0.188224], [-1.347950, -3.261336, -1.619229], [-2.169093, -1.788270, -1.760073], [1.740635, -2.083644, -1.337113], [0.961736, 4.904305, 3.911484], [0.510695, 5.735043, 3.707499], [1.727333, 5.142107, 4.425704]], "forces_ev_per_a": [[-1.7, -0.4, -0.3], [1.1, 0.0, 0.7], [-0.9, -0.6, -0.1], [-0.7, 0.6, -0.9], [0.4, 0.1, -0.3], [0.2, -0.2, 0.3], [0.3, 0.3, 0.1], [0.6, 0.0, -0.1], [0.3, 0.6, 0.1], [0.4, -0.3, 0.3], [-0.6, 0.0, -0.4], [0.2, -0.2, 0.1], [0.4, 0.2, 0.3]], "lowdin_charge": [0.039, -0.439, -0.049, -0.002, 0.060, 0.056, 0.085, 0.079, 0.080, 0.090, -0.058, 0.037, 0.021]}

***

[4]
{"formula": "C3H8O2", "method": "ωB97M-V/def2-TZVPD", "orbital_gap_ha": 0.4406, "lumo_energy_ha": 0.0327, "de_lowest_ev": 0.747, "smiles": "O=CO.CC", "symbols": ["O", "C", "O", "H", "H", "C", "C", "H", "H", "H", "H", "H", "H"], "positions_angstrom": [[-0.908427, 0.863502, 1.883152], [-1.697271, 0.378390, 1.126981], [-1.862561, -0.938023, 0.928011], [-2.431898, 0.960910, 0.564542], [-1.272268, -1.362479, 1.568903], [0.535009, -0.588828, -0.687046], [1.516900, 0.604369, -0.803356], [-0.419534, -0.478303, -1.211153], [0.285595, -0.660917, 0.353173], [0.990415, -1.389030, -1.269645], [1.034083, 1.543848, -0.538326], [2.320600, 0.398014, -0.098682], [1.909357, 0.668548, -1.816555]], "forces_ev_per_a": [[0.2, -0.1, 0.0], [-0.6, 0.1, 0.3], [-0.3, 0.3, 0.4], [0.0, -0.1, -0.3], [0.1, -0.3, -0.1], [0.3, 1.2, -1.4], [-0.8, -0.5, -0.1], [0.1, 0.6, 0.0], [0.5, -1.1, 0.2], [0.1, -0.7, 1.0], [0.1, 0.1, 0.0], [0.2, 0.3, -0.1], [0.1, 0.2, 0.0]], "lowdin_charge": [0.075, -0.418, 0.051, 0.146, 0.123, -0.165, -0.148, 0.064, 0.020, 0.071, 0.058, 0.064, 0.058]}

***

[5]
{"formula": "C3H8O2", "method": "ωB97M-V/def2-TZVPD", "orbital_gap_ha": 0.3005, "lumo_energy_ha": 0.0181, "de_lowest_ev": 4.767, "symbols": ["C", "C", "O", "C", "O", "H", "H", "H", "H", "H", "H", "H", "H"], "positions_angstrom": [[-1.911472, 0.325903, -0.442430], [0.114714, -0.481669, 0.864358], [-0.572533, -0.111003, -0.721192], [1.422934, 0.207466, 0.744046], [2.377363, -0.295283, -0.207923], [-1.806271, 1.256229, 0.111873], [-2.410188, -0.403821, 0.197549], [-2.446488, 0.488415, -1.382578], [0.291959, -1.549654, 0.638818], [-0.595861, -0.920121, -1.252764], [1.282844, 1.289998, 0.601028], [1.857555, 0.081813, 1.747344], [2.382641, 0.315196, -0.952290]], "forces_ev_per_a": [[-0.3, 0.1, 0.0], [0.3, -0.1, -0.2], [0.0, -0.2, 0.0], [-0.2, 0.2, 0.4], [0.0, 0.1, -0.2], [-0.1, -0.1, -0.1], [0.0, 0.1, -0.1], [0.1, 0.0, 0.1], [0.0, 0.1, 0.1], [0.1, 0.1, 0.1], [0.1, -0.2, 0.0], [0.0, 0.0, -0.1], [0.1, -0.1, 0.0]], "lowdin_charge": [-0.086, -0.025, -0.165, -0.363, -0.097, 0.093, 0.088, 0.090, 0.042, 0.137, 0.106, 0.110, 0.068]}

***

[6]
{"formula": "C3H8O2", "method": "ωB97M-V/def2-TZVPD", "orbital_gap_ha": 0.2832, "lumo_energy_ha": 0.0176, "de_lowest_ev": 5.363, "symbols": ["C", "C", "O", "C", "O", "H", "H", "H", "H", "H", "H", "H", "H"], "positions_angstrom": [[0.514674, 0.408447, -1.823222], [0.739072, -0.305332, 0.344649], [-0.414061, 0.288606, -0.669163], [-0.160050, -0.878301, 1.317358], [-1.023237, 0.091532, 1.844260], [0.877935, -0.591938, -2.035563], [1.375918, 1.037074, -1.582438], [-0.124460, 0.799414, -2.608036], [1.148612, 0.618323, 0.793719], [-0.645046, 1.195116, -0.375906], [-0.740814, -1.705940, 0.908698], [0.472067, -1.178110, 2.156583], [-1.944282, 0.214974, 1.620593]], "forces_ev_per_a": [[-1.0, 0.1, -0.4], [0.6, -0.3, 0.2], [1.9, 0.8, -0.9], [-0.2, -0.8, 0.3], [-0.8, 2.2, 1.9], [-0.2, 0.1, 0.0], [-0.4, 0.0, 0.0], [0.2, 0.2, -0.5], [-0.3, 0.1, -0.3], [0.0, -0.6, 0.0], [0.1, -0.3, 0.1], [-0.1, -0.5, 0.0], [0.0, -1.0, -0.5]], "lowdin_charge": [-0.062, -0.117, -0.133, -0.371, -0.093, 0.086, 0.093, 0.085, 0.063, 0.147, 0.109, 0.116, 0.078]}

***

[7]
{"formula": "C3H8O2", "method": "ωB97M-V/def2-TZVPD", "orbital_gap_ha": 0.4357, "lumo_energy_ha": 0.0287, "de_lowest_ev": 0.992, "smiles": "O=CO.CC", "symbols": ["O", "C", "O", "H", "H", "C", "C", "H", "H", "H", "H", "H", "H"], "positions_angstrom": [[0.523396, 4.722409, -0.645836], [-0.079101, 3.702036, -0.498130], [0.282147, 2.735806, 0.361660], [-0.980826, 3.465520, -1.062995], [0.868262, 3.169851, 0.964238], [0.252812, -4.428242, 0.465845], [-0.926978, -5.392714, 0.229377], [0.423235, -3.985636, -0.537807], [1.222030, -4.915506, 0.632537], [0.371994, -3.533380, 1.069325], [-0.534454, -6.209724, -0.361238], [-1.424689, -5.580318, 1.174310], [-1.599095, -4.886065, -0.465386]], "forces_ev_per_a": [[0.1, 0.3, 0.2], [0.1, 0.1, -0.3], [-1.2, -0.3, -0.6], [-0.1, -0.4, 0.0], [1.1, 0.3, 0.8], [1.9, 0.3, -2.3], [0.4, 1.9, 0.4], [0.1, -0.1, 0.3], [-0.3, -0.5, 0.2], [-1.4, -0.1, 0.8], [-0.1, -0.7, 0.6], [-0.2, -0.8, -0.2], [-0.4, 0.0, 0.3]], "lowdin_charge": [0.073, -0.392, 0.085, 0.137, 0.098, -0.190, -0.155, 0.060, 0.054, 0.054, 0.062, 0.057, 0.057]}

***

[8]
{"formula": "C3H8O2", "method": "ωB97M-V/def2-TZVPD", "orbital_gap_ha": 0.3979, "lumo_energy_ha": 0.0321, "de_lowest_ev": 2.180, "smiles": "C=O.CCO", "symbols": ["C", "O", "H", "H", "C", "C", "O", "H", "H", "H", "H", "H", "H"], "positions_angstrom": [[0.928033, 2.563973, 1.189499], [1.616752, 3.237078, 0.429262], [0.645582, 1.513572, 0.980591], [0.557465, 2.982787, 2.073694], [-1.213769, -1.486753, 0.017453], [0.009160, -1.300012, -0.939130], [0.789032, -0.129215, -0.491832], [-1.578274, -2.459851, -0.080974], [-1.997378, -0.797995, -0.227450], [-0.998422, -1.318238, 1.036851], [0.725990, -2.151709, -0.829254], [-0.361144, -1.330666, -2.069338], [0.876972, 0.677028, -1.089371]], "forces_ev_per_a": [[1.4, 0.1, -2.6], [-1.0, -1.2, 0.9], [0.2, 0.3, -0.1], [-0.7, 0.9, 1.8], [1.3, 1.2, -1.6], [-0.1, 0.1, -0.5], [-0.4, 0.6, -1.3], [-0.7, -1.7, -0.2], [-0.5, 0.4, -0.3], [0.8, 0.1, 1.1], [-0.7, 0.6, -0.1], [0.9, 0.6, 2.3], [-0.6, -2.0, 0.7]], "lowdin_charge": [-0.104, -0.023, 0.063, 0.053, -0.087, -0.259, -0.160, 0.045, 0.062, 0.054, 0.104, 0.141, 0.112]}

***

[9]
{"formula": "C3H8O2", "method": "ωB97M-V/def2-TZVPD", "orbital_gap_ha": 0.4019, "lumo_energy_ha": 0.0309, "de_lowest_ev": 0.793, "smiles": "CCC=O.O", "symbols": ["C", "C", "C", "O", "H", "H", "H", "H", "H", "H", "O", "H", "H"], "positions_angstrom": [[-1.284168, -0.119011, 0.497494], [-0.758835, 0.541304, -0.766477], [0.231068, -0.296490, -1.526025], [1.150282, -0.881966, -1.007867], [-0.526713, -0.175200, 1.277815], [-2.092366, 0.470172, 0.920759], [-1.656664, -1.122401, 0.291366], [-0.205099, 1.444397, -0.475347], [-1.559570, 0.879760, -1.422409], [0.074120, -0.454868, -2.608269], [2.294139, 0.305872, 1.551790], [2.729550, -0.342066, 2.131796], [1.604256, -0.249503, 1.135374]], "forces_ev_per_a": [[-0.1, -0.1, 0.2], [0.4, 0.6, 0.0], [0.0, -0.8, 0.0], [-0.1, 0.2, 0.3], [0.1, -0.1, -0.1], [-0.2, 0.0, 0.0], [0.0, 0.0, 0.1], [-0.1, 0.0, -0.1], [-0.1, -0.2, -0.1], [-0.1, 0.3, -0.1], [-0.4, -1.0, 0.3], [0.0, 0.5, -0.2], [0.5, 0.5, -0.2]], "lowdin_charge": [-0.095, -0.215, -0.259, 0.045, 0.061, 0.074, 0.081, 0.125, 0.104, 0.120, -0.082, 0.041, -0.002]}